Below is a cluster of 3 separate species, C4H13NO2 in total, with properties calculated with the ωB97M-V functional and the def2-TZVPD basis.

The gap between HOMO and LUMO is 10.48 eV. The value obtained for the molar mass is 107.15 g/mol. The total charge is 0. Its LUMO energy is 0.6 eV. The calculated total energy is -365.39544 hartree. As for the structure (SMILES): C=NCCC.O.O.

CARTESIAN COORDINATES (ANGSTROEM)
1 C -0.733 0.709 -2.102
2 C -0.096 0.856 -0.711
3 C 0.202 -0.522 -0.134
4 C 0.370 0.294 2.060
5 N 0.930 -0.402 1.173
6 H -1.133 1.671 -2.421
7 H -1.495 -0.066 -2.151
8 H 0.050 0.526 -2.845
9 H 0.838 1.410 -0.723
10 H -0.844 1.368 -0.109
11 H -0.682 -1.145 -0.025
12 H 0.913 -1.058 -0.762
13 H -0.656 0.671 2.004
14 H 0.949 0.691 2.891
15 H 2.809 -0.623 -0.122
16 H 4.127 -0.096 0.305
17 O 3.715 -0.532 -0.450
18 H -2.339 -1.437 1.237
19 H -3.839 -1.460 1.481
20 O -3.086 -0.854 1.403